[1]
ORCA calculation (wB97M-V/def2-TZVPD) on a gas-phase ion, C8H16O3PS (charge +1) at a distorted geometry.

```
29
Properties=species:S:1:pos:R:3
S -3.055 0.512 -0.220
P 1.205 0.249 -0.077
O 1.744 0.369 -1.503
O 2.516 0.321 0.758
O 0.575 -1.183 0.008
C -1.474 0.150 -0.039
C -1.155 -1.969 -1.487
C -0.067 1.264 0.538
C -3.033 2.290 0.209
C -1.416 -2.118 0.973
C -0.902 -1.223 -0.151
C 2.514 0.237 2.189
C 3.117 0.688 -1.985
H -2.117 -1.734 -1.736
H 3.521 0.175 2.592
H -0.882 -1.739 1.790
H -0.323 2.341 0.405
H 3.055 1.212 -2.976
H 2.020 -0.598 2.413
H -1.175 -3.085 0.830
H 3.557 1.490 -1.212
H -2.456 -2.126 0.930
H -0.912 -3.001 -1.412
H 2.185 1.258 2.707
H -4.092 2.540 -0.019
H -2.608 2.450 1.190
H 3.865 -0.104 -2.036
H -0.569 -1.682 -2.230
H -2.439 2.736 -0.435
```

Values from the calculation:
E = -34812.4071 eV
charge = +1
energy above the lowest of the compared OMol25 structures with the same formula, charge and spin = 282.2 kJ/mol
multiplicity = 1

Atom charges from the natural (NBO) analysis, given in e for atoms 1 to 8: atom 1 (S): 0.552, atom 2 (P): 2.393, atom 3 (O): -0.839, atom 4 (O): -0.802, atom 5 (O): -0.797, atom 6 (C): -0.060, atom 7 (C): -0.589, atom 8 (C): -0.842

[2]
ORCA calculation (wB97M-V/def2-TZVPD) on 2 unconnected molecules or ions with the total composition C8H16O5 at a distorted geometry.

```
29
Properties=species:S:1:pos:R:3
O -2.516 -1.915 1.730
O -0.705 -0.963 0.770
O 0.106 0.113 2.774
O 1.716 1.405 -2.432
O -0.590 -3.249 1.607
C 0.528 0.780 -2.914
C -0.962 0.017 1.827
C -0.003 1.557 -4.108
C 2.097 -1.413 2.294
C 1.411 0.050 2.135
C -0.499 0.714 -1.795
C -1.164 -2.182 1.367
C -2.393 -0.573 2.346
H -2.477 -0.828 3.452
H -0.750 1.718 -1.435
H 0.749 1.606 -4.900
H -3.221 0.016 1.834
H 3.107 -1.362 2.840
H -0.100 0.162 -0.940
H 2.327 -1.796 1.241
H 1.431 0.425 1.059
H 2.091 0.767 2.732
H -1.275 1.072 1.499
H -0.237 2.590 -3.829
H -1.417 0.223 -2.129
H -0.906 1.093 -4.513
H 0.797 -0.233 -3.226
H 1.367 -2.093 2.868
H 1.488 2.302 -2.153
```

Values from the calculation:
E = -18790.4839 eV
charge = 0
energy above the lowest of the compared OMol25 structures with the same formula, charge and spin = 115.5 kJ/mol
structure (SMILES) = CCO[C@@H]1COC(=O)O1.CC(C)O
multiplicity = 1

Atom charges from the natural (NBO) analysis, given in e for atoms 1 to 8: atom 1 (O): -0.518, atom 2 (O): -0.540, atom 3 (O): -0.542, atom 4 (O): -0.719, atom 5 (O): -0.524, atom 6 (C): 0.094, atom 7 (C): 0.341, atom 8 (C): -0.629

[3]
ORCA calculation (wB97M-V/def2-TZVPD) on C8H16OSi2 in the gas phase at a distorted geometry.

```
27
Properties=species:S:1:pos:R:3
Si -1.655 0.756 1.382
Si 0.154 0.356 4.045
O -0.647 0.413 2.636
C -1.097 -1.019 -2.537
C 1.317 1.034 0.247
C 1.147 -0.702 -1.643
C 2.484 1.648 -0.027
C 0.502 0.123 -0.528
C 0.224 -1.798 -2.241
C -0.798 0.096 -0.146
C -1.766 -0.545 -1.152
H -2.484 0.209 -1.382
H 1.349 -0.511 3.612
H 0.530 1.756 4.112
H -0.841 -0.287 -3.301
H 1.970 -1.142 -1.151
H -0.738 0.032 5.196
H -2.870 0.043 1.977
H 3.112 1.394 -0.911
H 0.108 -2.593 -1.595
H 3.098 2.338 0.653
H -1.995 -1.683 -2.965
H -1.685 2.234 1.057
H -2.419 -1.379 -0.756
H 1.607 -0.153 -2.501
H 0.827 1.539 1.142
H 0.563 -2.158 -3.223
```

Values from the calculation:
E = -26357.3269 eV
charge = 0
energy above the lowest of the compared OMol25 structures with the same formula, charge and spin = 0.0 kJ/mol
structure (SMILES) = C=CC1=C([SiH2]O[SiH3])CCCC1
multiplicity = 1

Atom charges from the natural (NBO) analysis, given in e for atoms 1 to 8: atom 1 (Si): 1.444, atom 2 (Si): 1.241, atom 3 (O): -1.300, atom 4 (C): -0.388, atom 5 (C): -0.212, atom 6 (C): -0.437, atom 7 (C): -0.395, atom 8 (C): -0.025

[4]
ORCA calculation (wB97M-V/def2-TZVPD) on C8H16Si2 in the gas phase at a distorted geometry.

```
26
Properties=species:S:1:pos:R:3
Si 1.961 -1.533 -1.390
Si 2.021 -0.673 0.781
C -1.321 -1.547 1.425
C 0.538 0.429 1.018
C -0.734 1.315 -0.753
C 1.271 2.751 -0.162
C 0.418 1.508 -0.044
C -2.767 -0.202 -0.759
C -1.441 0.176 -0.273
C -0.703 -0.481 0.643
H 2.226 2.637 -0.786
H 3.145 0.105 1.302
H 0.982 -1.176 -2.329
H 0.128 0.890 2.018
H 1.524 2.866 0.897
H -1.067 1.991 -1.515
H -3.188 0.614 -1.325
H -1.936 -1.108 2.110
H 0.718 3.686 -0.590
H 1.714 -3.040 -1.404
H -0.619 -2.210 1.906
H 1.852 -1.847 1.661
H -3.311 -0.732 -0.001
H -2.783 -0.934 -1.599
H 3.415 -1.382 -1.581
H -2.041 -2.103 0.753
```

Values from the calculation:
E = -24307.7315 eV
charge = 0
energy above the lowest of the compared OMol25 structures with the same formula, charge and spin = 28.7 kJ/mol
structure (SMILES) = CC1=CC(C)=C(C)[C@H]1[SiH2][SiH3]
multiplicity = 1

Atom charges from the natural (NBO) analysis, given in e for atoms 1 to 8: atom 1 (Si): 0.399, atom 2 (Si): 0.709, atom 3 (C): -0.649, atom 4 (C): -0.717, atom 5 (C): -0.232, atom 6 (C): -0.650, atom 7 (C): 0.023, atom 8 (C): -0.656

[5]
ORCA calculation (wB97M-V/def2-TZVPD) on a molecular structure, C8H17BIKN2O4 at a distorted geometry.

```
34
Properties=species:S:1:pos:R:3
I -1.406 -2.364 -2.393
K -4.018 4.538 -1.324
O -1.440 0.906 -1.374
O 0.761 1.893 -1.751
O 1.006 -0.265 -3.723
O 2.147 -1.971 -2.945
N 1.877 -0.740 2.857
N -0.034 -1.857 -0.920
C -1.754 1.632 -0.187
C 0.481 -1.262 2.741
C 1.357 -0.980 -2.750
C 2.031 -0.377 -0.393
C -0.642 -1.844 0.414
C 0.286 -2.368 1.611
C 0.766 -0.668 -1.296
C -2.165 3.128 -0.501
B -0.030 0.713 -1.487
H 1.876 0.218 2.521
H 1.895 0.473 0.330
H -1.096 -0.872 0.755
H -0.235 -3.225 2.122
H -2.076 3.264 -1.626
H 2.517 -1.332 2.336
H 1.037 2.195 -0.863
H -0.183 -0.368 2.616
H 2.439 -1.298 0.102
H -1.496 -2.578 0.382
H 1.280 -2.743 1.250
H -3.223 3.341 -0.123
H -2.630 1.129 0.316
H 2.848 -0.045 -1.095
H -1.486 3.814 0.077
H -0.918 1.610 0.569
H 0.224 -1.699 3.752
```

Values from the calculation:
E = -44840.5967 eV
charge = 0
multiplicity = 1

Atom charges from the natural (NBO) analysis, given in e for atoms 1 to 8: atom 1 (I): 0.290, atom 2 (K): 0.989, atom 3 (O): -0.767, atom 4 (O): -0.951, atom 5 (O): -0.736, atom 6 (O): -0.742, atom 7 (N): -0.846, atom 8 (N): -0.547

[6]
ORCA calculation (wB97M-V/def2-TZVPD) on a molecular structure, C8H17BeF2NO8S2 at a distorted geometry.

```
39
Properties=species:S:1:pos:R:3
S -4.261 -0.228 -0.482
S -3.492 -2.120 -1.476
F -2.171 -2.970 -1.491
F -3.399 0.986 0.114
O -0.862 1.944 -2.055
O -3.585 -1.847 -2.911
O -4.285 -3.154 -0.900
O -5.151 -0.567 0.645
O -4.827 0.409 -1.659
O -0.945 2.321 0.117
O -0.328 -0.218 2.452
O 1.059 -1.240 -1.671
N -2.868 -1.115 -0.684
C 0.382 -1.023 3.420
C 2.104 -0.489 -2.180
C -0.897 4.227 -1.223
C 0.960 -0.129 4.549
C -0.854 2.684 -1.053
C 1.557 -1.763 2.818
C 2.533 0.650 -1.281
C 3.341 -1.276 -2.666
Be -0.652 -0.236 -0.076
H -1.892 4.489 -0.863
H 0.133 0.229 5.162
H -0.797 4.536 -2.263
H 1.666 -0.016 -3.058
H 1.635 0.569 4.054
H 4.156 -1.622 -2.031
H 2.843 0.309 -0.293
H 1.557 -0.734 5.232
H 3.114 -1.916 -3.519
H 3.359 1.287 -1.596
H -0.260 -1.763 3.898
H 2.010 -2.479 3.504
H 2.279 -1.090 2.355
H 1.197 -2.295 1.938
H -0.117 4.697 -0.624
H 3.946 -0.490 -3.117
H 1.809 1.440 -1.084
```

Values from the calculation:
E = -53941.9709 eV
charge = -1
multiplicity = 2

Atom charges from the natural (NBO) analysis, given in e for atoms 1 to 8: atom 1 (S): 2.343, atom 2 (S): 2.445, atom 3 (F): -0.554, atom 4 (F): -0.501, atom 5 (O): -0.751, atom 6 (O): -0.898, atom 7 (O): -0.886, atom 8 (O): -0.851